No. 1
Density functional theory data (ωB97M-V/def2-TZVPD) for a cluster of 3 separate species, C18H46N3O3P2 in total at a distorted geometry.

Output
Multiplicity   1
Net charge   -1

XYZ file:
```
72
Properties=species:S:1:pos:R:3:mulliken_charge:R:1
P -3.948 -0.966 2.947 0.779
P -2.327 -2.015 1.812 -0.093
O -3.590 -0.093 4.084 -0.669
O -4.972 -2.123 3.438 -0.508
O -4.912 -0.132 1.925 -0.482
N 6.050 1.554 -0.274 0.248
N -0.474 -1.345 3.697 -0.526
N -4.677 -1.295 -3.368 0.143
C 6.176 3.141 -2.281 -0.996
C 4.458 3.364 0.597 -1.219
C -4.556 -3.853 -3.362 -0.975
C 6.119 1.717 -1.713 -0.675
C -4.683 -0.955 -1.949 -0.639
C -3.946 -2.494 -3.728 -0.694
C -6.555 0.223 -3.914 -1.406
C -0.637 -1.453 2.233 -0.186
C 1.178 0.265 1.682 -1.304
C 4.777 1.884 0.348 -0.391
C 2.181 -0.899 1.671 -0.541
C -0.321 -0.115 1.539 0.215
C 2.948 -1.039 2.996 -1.277
C 7.286 1.569 1.871 -1.367
C -5.950 -1.167 -4.047 -0.384
C -1.159 1.078 2.037 -1.503
C 7.227 2.034 0.423 -0.369
C -5.655 -1.703 -1.032 -0.703
H -3.666 -1.075 -1.572 0.257
H -6.864 0.437 -2.891 0.280
H -5.600 -3.927 -3.669 0.265
H -6.694 -1.908 -3.708 0.275
H 8.100 1.640 -0.105 0.452
H -0.540 -0.257 0.477 0.474
H -5.838 0.984 -4.224 0.333
H -1.269 1.059 3.121 0.311
H 4.180 3.889 -0.316 0.301
H -5.720 -1.183 -0.076 0.194
H 4.723 1.361 1.305 -0.034
H 3.612 3.439 1.283 0.400
H -2.142 1.095 1.568 0.216
H 0.149 -2.079 4.008 0.242
H 7.176 0.486 1.932 0.317
H -2.947 -2.424 -3.288 0.352
H 8.248 1.842 2.308 0.440
H 3.865 -0.441 2.951 0.244
H 6.932 3.749 -1.782 0.269
H 6.432 3.102 -3.342 0.407
H 2.377 -0.643 3.835 0.346
H 1.695 -1.830 1.389 0.549
H 6.508 2.028 2.481 0.271
H 5.298 3.892 1.052 0.284
H -3.794 -2.467 -4.813 0.400
H 7.322 3.133 0.400 0.269
H 3.257 -2.063 3.205 0.299
H -0.072 -0.459 3.971 0.206
H 2.929 -0.679 0.902 0.380
H -4.888 0.115 -1.861 0.271
H 7.008 1.177 -2.056 0.417
H -4.496 -4.051 -2.294 0.221
H 5.268 1.190 -2.152 0.360
H -4.813 -2.278 4.372 0.309
H 5.217 3.651 -2.199 0.219
H -5.323 -2.718 -0.821 0.183
H -5.775 -1.371 -5.108 0.466
H 1.304 0.880 2.580 0.409
H -2.561 -1.382 0.567 -0.124
H -4.006 -4.649 -3.870 0.402
H -7.439 0.304 -4.549 0.433
H -0.660 2.023 1.781 0.509
H 3.978 1.443 -0.252 0.416
H -5.262 0.605 2.441 0.293
H 1.415 0.933 0.845 0.396
H -6.663 -1.751 -1.454 0.342
```

No. 2
Density functional theory data (ωB97M-V/def2-TZVPD) for a structure of composition C18H47BaO14P3 at a distorted geometry.

Output
Multiplicity   1

XYZ file:
```
83
Properties=species:S:1:pos:R:3:mulliken_charge:R:1
Ba -9.775 -8.219 12.171 1.734
P -13.452 -14.860 13.000 0.788
P -7.296 -6.328 18.040 0.853
P -6.995 -1.679 11.859 0.684
O -6.716 -1.129 10.319 -0.274
O -14.703 -14.650 11.966 -0.362
O -12.687 -13.605 13.118 -0.719
O -13.830 -6.662 12.312 -1.048
O -7.151 -6.589 19.670 -0.192
O -5.844 -5.908 17.642 -0.297
O -8.016 -4.812 17.836 -0.344
O -6.025 -9.051 10.233 -0.989
O -7.970 -0.532 12.347 -0.215
O -12.820 -16.206 12.388 -0.235
O -7.795 -7.417 17.188 -0.758
O -5.697 -1.276 12.639 -0.176
O -14.314 -15.115 14.365 -0.338
O -7.639 -2.985 12.058 -0.725
C -4.704 -8.189 17.747 -1.133
C -16.064 -16.401 15.691 -1.188
C -7.906 -7.082 21.746 -1.267
C -4.938 -0.048 12.435 -0.014
C -15.528 -13.446 11.858 -0.406
C -17.048 -13.705 11.539 -1.043
C -15.366 -16.067 14.390 0.580
C -7.377 -3.700 18.454 -0.099
C -4.886 -6.732 17.120 -0.245
C -8.243 -7.147 20.269 -0.187
C -9.418 -0.656 12.367 -0.067
C -7.006 -2.104 9.346 -0.104
C -10.048 0.649 12.522 -1.293
C -4.217 0.087 13.767 -1.181
C -12.525 -18.462 13.273 -1.150
C -6.902 -1.566 7.974 -1.252
C -8.523 -3.121 19.330 -1.210
C -11.959 -17.026 13.245 -0.152
H -7.962 -6.091 22.195 0.289
H -9.412 -2.966 18.718 0.313
H -5.369 -8.895 17.250 0.307
H -8.087 -2.230 19.781 0.387
H -11.821 -16.654 14.260 0.301
H -11.117 0.438 12.517 0.407
H -3.928 -0.831 14.278 0.282
H -8.947 -3.663 20.176 0.272
H -16.014 -15.480 13.739 -0.327
H -6.955 -7.470 22.111 0.321
H -6.556 -4.064 19.071 0.310
H -15.892 -17.457 15.899 0.286
H -11.718 -19.154 13.514 0.389
H -12.797 -18.993 12.361 0.324
H -13.405 -18.639 13.892 0.267
H -17.099 -16.164 15.443 0.338
H -17.015 -14.328 10.645 0.259
H -3.915 -6.245 17.209 0.358
H -3.283 0.641 13.665 0.360
H -7.065 -2.956 17.720 0.334
H -5.489 -8.967 9.421 0.162
H -7.776 -0.937 7.804 0.299
H -17.698 -12.831 11.565 0.375
H -6.499 -3.062 9.465 0.356
H -17.453 -14.357 12.312 0.249
H -6.830 -2.381 7.254 0.346
H -4.300 -0.441 11.645 0.281
H -5.154 -6.922 16.081 0.250
H -6.090 -0.851 7.840 0.320
H -4.725 -8.223 18.836 0.285
H -5.710 0.707 12.284 0.267
H -9.208 -6.675 20.087 0.342
H -9.579 -1.067 11.370 0.226
H -14.764 -6.377 12.276 0.142
H -9.655 -1.423 13.104 0.301
H -9.858 1.096 13.498 0.325
H -15.195 -16.939 13.759 0.340
H -15.810 -15.655 16.444 0.326
H -8.350 -8.186 19.957 0.323
H -9.882 1.390 11.739 0.300
H -15.087 -12.705 11.191 0.432
H -4.928 0.668 14.354 0.302
H -8.594 -7.842 22.117 0.383
H -15.399 -12.923 12.805 0.315
H -11.000 -17.099 12.730 0.351
H -8.047 -2.424 9.327 0.249
H -3.737 -8.635 17.517 0.401
```

No. 3
Density functional theory data (ωB97M-V/def2-TZVPD) for a structure of composition C18H47I2O13PS7.

Output
Multiplicity   1

XYZ file:
```
88
Properties=species:S:1:pos:R:3:mulliken_charge:R:1
I 4.709 2.637 -2.922 0.217
I 1.394 3.567 -1.852 0.079
S 3.766 7.399 -3.518 0.466
S -0.451 2.106 1.067 1.187
S -2.343 -2.589 0.276 0.467
S -1.284 5.445 4.095 0.583
S 4.677 -2.829 1.038 0.435
S -3.890 -3.455 -4.210 0.680
S -3.354 -5.785 4.185 0.554
P 0.647 -1.043 -2.378 0.451
O -0.335 1.024 -0.082 -0.196
O -0.836 1.482 2.292 -0.610
O -4.510 -5.811 3.253 -0.605
O 1.107 2.461 1.141 -0.303
O 4.073 5.965 -3.759 -0.526
O -1.011 6.720 4.810 -0.667
O 3.476 -2.867 0.156 -0.536
O -5.210 -4.084 -3.941 -0.674
O -1.181 3.232 0.588 -0.552
O -1.047 -1.974 0.691 -0.650
O -0.321 -2.134 -2.573 -0.527
O 0.171 0.412 -2.811 -0.417
O 1.977 -1.211 -3.294 -0.520
C 1.920 1.520 0.403 0.210
C 1.253 -0.863 -0.689 -0.218
C -3.312 -7.383 5.005 -0.933
C 4.829 -4.469 1.750 -1.030
C 3.628 1.432 -1.499 -0.095
C 4.165 -2.000 2.546 -0.775
C -3.269 -1.292 -0.539 -0.877
C 4.652 0.686 -0.612 -0.874
C -3.349 -2.659 1.758 -0.794
C 2.668 2.316 -0.676 -1.269
C 2.037 7.476 -3.038 -0.821
C 0.926 0.355 0.171 -0.205
C -2.847 4.821 4.724 -0.905
C -1.897 5.881 2.465 -0.857
C 3.553 8.157 -5.134 -0.962
C -3.919 -2.912 -5.924 -1.009
C -2.710 -4.786 -4.447 -0.979
C -3.871 -4.840 5.623 -0.889
H -4.274 -1.657 -0.753 0.468
H 5.094 -5.148 0.943 0.352
H -3.597 5.609 4.662 0.315
H 3.274 3.044 -0.131 0.691
H -4.356 -2.983 1.498 0.443
H 3.203 9.182 -5.012 0.382
H 1.725 8.518 -2.966 0.400
H -2.899 -3.390 2.426 0.088
H 3.074 0.732 -2.112 0.198
H -2.927 -2.559 -6.207 0.326
H -4.298 -7.599 5.417 0.284
H 2.843 7.569 -5.714 0.290
H 0.818 -0.062 1.180 0.635
H -3.303 -0.412 0.104 0.277
H -2.555 -7.370 5.789 0.353
H -3.359 -1.675 2.229 0.298
H -4.235 -3.740 -6.558 0.337
H 1.439 6.938 -3.773 0.257
H -2.709 6.600 2.574 0.408
H 4.525 8.156 -5.623 0.315
H -4.814 -5.241 5.995 0.292
H -1.756 -4.365 -4.763 0.318
H 0.457 0.676 -3.692 0.340
H -4.008 -3.809 5.301 0.300
H -3.053 -8.125 4.253 0.323
H -3.102 -5.485 -5.186 0.405
H -3.144 3.948 4.143 0.305
H -3.097 -4.887 6.389 0.359
H 4.964 -2.059 3.284 0.448
H 0.811 -1.708 -0.162 0.855
H -2.689 4.538 5.763 0.310
H 2.332 -1.015 -0.668 -0.134
H 5.616 -4.465 2.503 0.399
H -1.069 6.330 1.920 0.286
H -2.756 -1.064 -1.472 0.177
H -2.589 -5.281 -3.486 0.285
H 3.976 -0.957 2.298 0.091
H 3.872 -4.757 2.183 0.305
H -4.635 -2.096 -5.993 0.302
H 2.121 -2.151 -3.452 0.355
H 1.951 6.995 -2.065 0.214
H 5.676 0.907 -0.901 0.482
H 2.676 1.115 1.076 -0.026
H 4.562 0.975 0.438 0.214
H 4.508 -0.395 -0.681 0.075
H 3.252 -2.465 2.918 0.311
H -2.224 4.981 1.946 0.244
```

No. 4
Density functional theory data (ωB97M-V/def2-TZVPD) for a cluster of 5 separate species, C18H47IN2O16P5 in total at a distorted geometry.

Output
Multiplicity   1
Net charge   +1

XYZ file:
```
89
Properties=species:S:1:pos:R:3:mulliken_charge:R:1
I 1.882 -4.539 -2.755 0.299
P 0.720 2.103 -0.560 0.790
P -3.982 -2.903 2.721 0.982
P -5.059 6.328 1.764 1.141
P 4.010 -2.074 -5.472 0.056
P 3.464 -2.804 2.588 1.032
O -5.167 8.025 2.084 -0.468
O 3.356 -1.107 2.908 -0.524
O -3.617 6.551 1.001 -0.348
O 4.906 -2.581 1.824 -0.274
O 2.327 -2.717 1.564 -0.543
O -2.380 -2.834 2.072 -0.432
O 1.806 2.630 0.384 -0.582
O 0.332 0.559 -0.137 0.038
O -6.196 6.415 0.740 -0.592
O -4.951 4.631 1.444 -0.283
O -5.584 -2.973 3.370 -0.287
O -0.526 2.713 0.472 -0.276
O -3.442 -2.820 4.152 -0.589
O -4.288 -1.385 2.162 -0.228
O 1.967 1.492 -1.592 -0.293
O 3.572 -4.501 2.267 -0.230
N -0.168 -2.323 -4.080 -0.010
N 1.206 -0.887 -5.599 -0.045
C 4.385 -3.938 -5.676 -0.823
C -0.382 2.546 1.875 -0.225
C 2.141 -1.930 -5.028 0.199
C -1.461 -1.915 2.643 -0.330
C 6.064 -3.044 2.485 -0.710
C -0.196 -1.121 -5.033 -0.238
C 5.013 -1.298 -4.009 -0.105
C 1.762 1.739 -2.969 -0.623
C -5.173 -1.265 1.068 -0.709
C 1.255 -2.860 -4.009 -0.392
C -4.828 3.823 2.597 -0.455
C -5.335 8.908 0.986 -0.512
C -0.306 -0.236 -1.114 -0.874
C 6.475 -0.790 -4.591 -0.836
C 3.695 -5.309 3.421 -0.777
C -6.419 -3.944 2.769 -0.733
C 3.188 -0.224 1.810 -0.373
C -2.459 6.088 1.661 -0.683
H 3.512 -4.733 4.333 0.386
H -0.794 0.380 -1.875 0.373
H -1.128 -0.455 -5.330 0.343
H -4.698 8.629 0.143 0.275
H -5.056 9.914 1.312 0.252
H 2.139 -0.204 1.502 0.044
H 0.939 2.441 -3.131 0.457
H 4.254 -4.577 -4.704 0.191
H 3.467 0.782 2.136 0.320
H -5.237 -2.200 0.503 0.368
H -2.176 5.115 1.248 0.214
H 2.677 2.160 -3.393 0.285
H 6.347 -4.017 2.071 0.222
H -5.848 -4.615 2.121 0.368
H 5.087 -2.042 -3.109 0.323
H -5.011 4.399 3.510 0.388
H 0.287 3.313 2.276 0.217
H -7.187 -3.438 2.180 0.264
H 6.341 0.345 -4.922 0.285
H -1.057 -0.861 -0.625 0.291
H 4.436 -0.303 -3.693 -0.060
H 3.825 -0.503 0.967 0.298
H 5.493 -4.157 -6.062 0.337
H -5.555 3.009 2.538 0.246
H 6.821 -1.370 -5.565 0.256
H -6.900 -4.532 3.556 0.235
H -1.646 6.797 1.487 0.318
H 6.877 -2.335 2.311 0.255
H 5.898 -3.141 3.562 0.348
H -1.364 2.676 2.336 -0.061
H -1.040 -2.330 3.563 0.272
H -6.166 -0.996 1.440 0.229
H -6.384 8.928 0.678 0.213
H 2.968 -6.123 3.362 0.230
H 3.650 -4.392 -6.487 0.297
H 1.503 -0.137 -6.262 0.294
H -0.010 1.550 2.126 0.237
H -3.821 3.401 2.631 -0.031
H -1.929 -0.949 2.844 0.267
H 1.537 0.795 -3.471 0.008
H 7.266 -0.854 -3.716 0.288
H 4.702 -5.731 3.455 0.278
H -4.813 -0.472 0.408 0.251
H -0.981 -2.743 -3.541 0.286
H 0.438 -0.882 -1.590 0.307
H -2.624 5.991 2.738 0.337
H -0.644 -1.764 1.933 0.063
```

For reference, DFT total energy by record: -48603.564 -76650.776 -147379.786 -109686.920 eV.
For reference, HOMO energy by record: -2.11 -6.08 -8.51 -10.72 eV.